Formula: C14H29Al2Br3Cl2N3O10P2S3
Source: the OMol25 dataset
Level of theory: ωB97M-V/def2-TZVPD

Its spin multiplicity is 1. As for the largest force on an atom: 2.7 eV/Å. As for the net charge: -1. The calculation puts the LUMO energy at -4.13 eV. Its total energy is -339376.9286 eV. The value obtained for the frontier orbital gap is 1.54 eV.

Last column: Mulliken charge in e.
Atoms and positions in Å:
C 0.963 -3.287 0.511  -0.462
C 0.582 -3.225 -0.971  0.141
S -0.938 -2.255 -1.189  -0.171
C -0.598 -1.360 -2.762  -1.308
C 0.017 -0.023 -2.417  0.492
C 1.269 0.153 -1.893  -0.782
N 1.398 1.517 -1.723  0.751
P 2.865 2.148 -1.036  0.644
O 3.104 3.655 -1.332  -0.391
O 2.773 1.905 0.518  -0.324
S 4.439 1.167 -1.695  -0.220
C 0.298 2.163 -2.104  0.650
P -0.089 3.975 -2.050  0.282
S -0.647 4.606 -3.810  -0.377
N -0.520 1.221 -2.526  0.387
C -1.898 1.313 -3.056  -1.489
C -2.852 1.083 -1.847  0.796
O -2.535 2.118 -0.902  -0.619
C -4.318 1.089 -2.283  -1.076
N -4.654 2.127 -3.228  -0.498
H 2.156 -3.132 0.647  -0.345
H 0.437 -2.507 1.054  0.264
H 0.700 -4.244 0.974  0.390
H 0.464 -4.251 -1.315  0.540
H 1.447 -2.794 -1.503  -0.318
H 0.086 -1.971 -3.354  0.660
H -1.570 -1.268 -3.250  0.313
H 1.981 -0.673 -1.656  0.674
H 2.630 4.230 -0.536  0.077
H 1.871 2.220 0.883  0.316
H -1.188 4.147 -1.186  0.077
H 1.007 4.737 -1.620  0.156
H -2.035 0.554 -3.833  0.222
H -2.079 2.288 -3.508  0.287
H -2.542 0.154 -1.348  0.123
H -2.997 2.899 -1.232  0.477
H -4.946 1.222 -1.386  0.338
H -4.549 0.093 -2.671  0.363
H -4.144 2.985 -3.047  0.278
H -4.473 1.793 -4.206  0.177
O 0.519 3.445 1.793  -0.592
H 0.743 4.004 2.547  0.211
Al 3.357 -1.004 -2.890  0.252
Br -4.293 0.062 -5.402  -0.757
Br 3.790 -3.124 1.013  -0.267
Cl 3.613 1.864 -4.287  -0.480
Al 7.224 1.266 -1.364  0.401
Cl 6.979 -1.434 -1.783  -0.593
Br 2.901 5.179 0.951  -0.396
C -0.528 0.022 3.491  -0.992
C -1.763 -0.798 3.796  -0.263
O -1.526 -1.725 4.867  -0.346
C -1.545 -1.206 6.091  0.773
O -1.754 -0.057 6.374  -0.550
O -1.273 -2.185 6.958  -0.349
C -1.176 -1.749 8.313  -0.644
H 0.323 -0.625 3.305  0.297
H -0.691 0.652 2.615  0.227
H -0.261 0.663 4.329  0.404
H -2.030 -1.398 2.926  0.288
H -2.619 -0.162 4.023  0.333
H -2.060 -1.189 8.614  0.296
H -0.279 -1.145 8.449  0.291
H -1.097 -2.637 8.935  0.225
C 3.159 -5.851 -1.405  0.854
O 3.713 -6.500 -0.525  -0.406
O 3.731 -5.015 -2.153  -0.290
O 1.933 -5.923 -1.688  -0.426

Atoms 1-6, force components in eV/Å:
C -1.251 -0.215 -0.281
C 0.726 -0.186 0.736
S 0.157 -0.175 -0.306
C -0.275 0.427 0.818
C 1.358 -1.092 0.001
C -0.989 -0.272 -0.137

=====

Formula: C14H29AlNO4
Source: the OMol25 dataset
Level of theory: ωB97M-V/def2-TZVPD

Its spin multiplicity is 1. As for the largest force on an atom: 3.1 eV/Å. As for the net charge: -1. The calculation puts the LUMO energy at 2.37 eV. Its total energy is -31265.7453 eV. The value obtained for the frontier orbital gap is 7.03 eV.

Last column: Mulliken charge in e.
Atoms and positions in Å:
C 4.511 1.762 2.087  -0.978
C 4.951 1.922 0.562  -0.347
N 5.234 0.646 -0.135  -0.392
C 4.082 0.150 -0.931  0.310
O 4.479 -0.293 -2.263  -0.788
Al 5.092 -2.012 -1.886  0.460
O 3.507 -2.384 -0.934  -0.704
C 3.288 -1.134 -0.276  0.464
C 1.804 -0.563 -0.135  -0.852
C 0.667 -1.677 0.019  -0.436
C -0.736 -0.948 -0.367  -0.732
C -1.949 -1.341 0.601  0.110
C -2.958 -2.322 -0.159  -0.842
C -4.396 -1.703 -0.457  -0.607
C -5.093 -0.991 0.793  -0.664
C -5.430 0.558 0.506  -0.498
O -4.210 1.324 0.370  -0.116
C -4.457 2.702 0.281  0.536
C -3.400 3.536 -0.590  -0.857
O -5.377 3.312 0.834  -0.558
H 3.427 1.398 2.164  0.156
H 5.220 1.075 2.655  0.243
H 4.518 2.796 2.585  0.369
H 5.942 2.505 0.577  0.344
H 4.199 2.598 0.041  0.264
H 6.066 0.791 -0.719  0.250
H 3.415 1.045 -1.216  0.165
H 5.446 -2.898 -3.157  -0.407
H 6.421 -1.737 -1.058  -0.257
H 3.733 -1.189 0.781  0.097
H 1.782 0.050 0.835  0.071
H 1.478 0.114 -0.995  0.400
H 0.569 -2.063 1.079  0.334
H 0.798 -2.556 -0.702  0.219
H -0.973 -1.061 -1.480  0.252
H -0.547 0.176 -0.221  0.228
H -2.436 -0.370 0.962  0.077
H -1.501 -1.812 1.545  0.285
H -3.033 -3.309 0.392  0.306
H -2.487 -2.554 -1.174  0.362
H -5.075 -2.584 -0.743  0.326
H -4.413 -1.008 -1.365  0.300
H -4.536 -1.131 1.779  0.335
H -6.114 -1.490 0.956  0.352
H -6.104 0.610 -0.419  0.308
H -6.042 0.919 1.401  0.303
H -3.278 3.039 -1.614  0.250
H -2.367 3.490 -0.097  0.257
H -3.713 4.613 -0.711  0.299

Atoms 1-6, force components in eV/Å:
C -0.423 0.468 -0.167
C 1.037 0.532 0.929
N -0.630 1.148 0.225
C 0.040 -0.579 -2.940
O 0.574 -0.377 1.922
Al -1.283 0.977 -0.142

=====

Formula: C14H29BN6O2S2W
Source: the OMol25 dataset
Level of theory: ωB97M-V/def2-TZVPD

Its spin multiplicity is 1. As for the largest force on an atom: 4.0 eV/Å. As for the net charge: 0. The calculation puts the LUMO energy at -0.03 eV. Its total energy is -52198.0934 eV. The value obtained for the frontier orbital gap is 5.80 eV. The calculation puts the relative energy (zero: lowest compared OMol25 entry of this formula, charge and spin) at 83.11 kcal/mol.

Last column: Mulliken charge in e.
Atoms and positions in Å:
W -0.682 -1.311 -0.249  0.542
C 2.417 0.159 -2.525  -0.899
N 2.190 0.928 -1.305  0.410
C 2.024 2.211 -1.446  0.180
C 1.756 3.244 -0.543  -0.889
N 1.999 0.923 1.020  -0.462
B 1.909 0.746 2.516  0.534
N 1.837 -0.770 2.930  0.139
C 2.883 -1.520 3.406  -0.495
C 2.454 -2.793 3.572  -0.392
N 1.133 -2.808 3.182  0.269
C 0.265 -3.969 3.120  -0.808
C 0.781 -1.564 2.798  -0.188
S -0.800 -1.186 2.188  -0.595
C 2.113 0.219 0.006  -0.361
S 1.979 -1.536 -0.235  -0.493
H 2.437 0.838 -3.377  0.298
H 1.637 -0.582 -2.643  0.232
H 3.361 -0.373 -2.457  0.363
H 2.076 2.530 -2.481  0.340
H 1.723 4.217 -1.035  0.315
H 0.906 1.310 2.913  -0.153
H 2.904 1.210 3.039  -0.211
H 3.849 -1.079 3.567  0.471
H 2.958 -3.682 3.906  0.415
H 0.832 -4.837 3.448  0.317
H -0.079 -4.112 2.096  0.275
H -0.600 -3.831 3.765  0.311
N -1.039 -1.335 -2.523  -0.554
C -2.456 -1.684 -2.740  -0.830
C -3.341 -0.918 -1.772  -0.258
N -2.933 -1.205 -0.384  -0.570
H -0.829 -0.418 -2.904  0.196
H -0.433 -2.022 -2.957  0.287
H -2.551 -2.755 -2.561  0.345
H -2.782 -1.479 -3.764  0.466
H -4.389 -1.169 -1.961  0.488
H -3.219 0.155 -1.931  -0.059
H -3.248 -2.127 -0.100  0.317
H -3.315 -0.521 0.259  0.254
C 0.107 2.838 0.194  -1.390
C -1.013 2.075 -0.518  1.657
C -2.224 2.413 0.387  -1.796
C -1.291 2.607 -1.924  -1.605
O -0.896 0.700 -0.494  0.836
H -0.196 3.879 0.274  0.667
H 1.990 3.349 0.511  0.375
H 0.361 2.382 1.146  0.314
H -2.415 3.487 0.447  0.478
H -2.051 2.024 1.390  0.371
H -3.114 1.934 -0.029  0.358
H -1.427 3.691 -1.928  0.378
H -2.211 2.163 -2.314  0.298
H -0.477 2.366 -2.606  0.284
O -0.869 -3.009 -0.372  -0.773

Atoms 1-6, force components in eV/Å:
W 0.120 0.104 0.553
C 0.127 -0.068 -0.234
N 0.099 0.749 -0.191
C 0.865 -1.079 -0.446
C -3.301 0.596 2.112
N 0.863 0.377 -0.695

=====

Formula: C14H29Br2FN2O4P
Source: the OMol25 dataset
Level of theory: ωB97M-V/def2-TZVPD

Its spin multiplicity is 1. As for the largest force on an atom: 0.3 eV/Å. As for the net charge: +1. The calculation puts the LUMO energy at -2.89 eV. Its total energy is -178241.5349 eV. The value obtained for the frontier orbital gap is 9.85 eV.

Last column: Mulliken charge in e.
Atoms and positions in Å:
C 2.171 -3.289 3.731  -1.434
C 2.519 -2.102 2.832  -0.423
C 1.740 -2.173 1.505  -1.347
C 1.564 -0.802 0.825  0.437
Br 3.390 -0.141 0.517  0.190
C 0.802 0.151 1.785  -1.714
N -0.241 1.006 1.248  -0.118
C -0.782 0.971 -0.079  -0.175
O -1.172 2.241 -0.487  -0.239
C -2.485 2.646 -0.078  -0.892
C -3.530 2.343 -1.140  0.868
C -4.940 2.242 -0.576  -1.518
O -3.413 3.393 -2.093  -0.566
C 0.334 0.531 -1.057  -0.275
Br -0.494 0.290 -2.819  0.138
C 1.444 1.586 -1.145  -0.511
C 1.261 2.741 -2.159  -0.928
O 2.165 3.771 -1.826  -0.548
N 0.821 -0.898 -0.567  0.656
C -0.421 -1.788 -0.385  -0.744
C -0.300 -3.305 -0.602  -0.565
F -1.463 -3.798 -0.046  -0.345
P 1.903 -1.702 -1.851  0.623
O 2.643 -2.852 -1.337  -0.657
H 2.994 -3.523 4.405  0.421
H 1.292 -3.085 4.344  0.356
H 1.964 -4.187 3.147  0.340
H 3.585 -2.093 2.612  0.534
H 2.304 -1.166 3.352  0.328
H 2.251 -2.857 0.833  0.606
H 0.748 -2.572 1.731  0.448
H 0.382 -0.491 2.565  0.559
H 1.556 0.772 2.267  0.459
H -0.950 1.198 1.940  0.444
H -1.650 0.302 -0.174  0.541
H -2.751 2.189 0.880  0.258
H -2.428 3.725 0.061  0.516
H -3.250 1.393 -1.620  0.045
H -5.315 3.236 -0.326  0.336
H -5.620 1.795 -1.303  0.403
H -4.971 1.629 0.328  0.383
H -4.030 3.239 -2.821  0.345
H 1.526 2.050 -0.161  0.230
H 2.405 1.126 -1.353  0.464
H 0.259 3.152 -2.096  0.237
H 1.425 2.379 -3.177  0.412
H 2.996 3.656 -2.301  0.345
H -0.777 -1.625 0.628  0.360
H -1.173 -1.419 -1.073  0.645
H 0.551 -3.769 -0.115  0.326
H -0.302 -3.567 -1.661  0.448
H 2.568 -0.578 -2.335  0.149
H 0.894 -1.973 -2.772  0.149

Atoms 1-6, force components in eV/Å:
C 0.021 -0.032 0.036
C -0.058 0.085 -0.113
C -0.050 0.107 -0.008
C 0.004 0.097 -0.043
Br 0.141 -0.241 0.150
C -0.053 -0.152 -0.037